No. 1
{"formula": "C6H27O7", "method": "ωB97M-V/def2-TZVPD", "species": ["O", "H", "H", "H", "C", "O", "H", "H", "H", "H", "C", "O", "H", "H", "H", "H", "C", "O", "H", "H", "H", "H", "C", "O", "H", "H", "H", "H", "C", "O", "H", "H", "H", "H", "C", "O", "H", "H", "H", "H"], "positions_angstrom": [[-0.1884, 0.0624, -0.4621], [0.5830, 0.0104, 0.0105], [-0.1025, -0.7293, -0.9449], [-1.0409, 0.0396, -0.0580], [-0.8350, -0.1454, 3.0707], [-1.4989, -0.6065, 1.9929], [-0.7334, 1.0254, 3.0336], [0.2186, -0.4235, 3.1229], [-1.3077, -0.6080, 4.1270], [-2.2382, -1.0851, 2.2396], [0.0525, -3.1000, 0.4212], [0.0998, -2.7077, -0.9556], [0.7461, -4.0034, 0.4537], [-0.9577, -3.2164, 0.6361], [0.4262, -2.2770, 0.9464], [-0.5100, -3.3210, -1.4018], [-0.2200, 3.3542, 1.3383], [0.9191, 2.8716, 0.5864], [-0.3878, 4.5095, 1.1119], [0.3436, 3.4496, 2.2947], [-1.0595, 2.7992, 1.1914], [1.7639, 2.9548, 0.9730], [3.2064, 0.1649, 0.8190], [2.0658, -0.4761, 1.1632], [3.5579, 0.9161, 1.6622], [3.0321, 0.7256, -0.2496], [4.0224, -0.5891, 0.6236], [2.3399, -1.2453, 1.6662], [-2.8993, 1.6082, -1.3853], [-2.8003, 0.5989, -0.6475], [-2.1801, 1.8538, -1.8916], [-3.2348, 2.4579, -0.8680], [-3.5401, 1.5383, -2.1711], [-3.6418, 0.1783, -0.8824], [1.1654, -1.3844, -3.6834], [0.1785, -0.5157, -3.0571], [1.6245, -1.0029, -4.6387], [0.9286, -2.5619, -3.7575], [1.9773, -1.3119, -2.9537], [0.1250, 0.1919, -3.4765]], "forces_ev_per_a": [[-1.34, 1.80, -2.60], [3.55, 0.59, 3.80], [-0.28, -2.84, -2.76], [-2.01, 0.30, 1.75], [0.77, 1.82, 4.79], [1.13, 0.35, -3.02], [-0.81, -2.01, 0.53], [0.02, -0.55, -0.36], [1.13, 1.76, -2.69], [-2.21, -1.32, 0.67], [2.26, -1.59, -2.02], [-0.62, 0.24, -0.75], [-1.26, 0.94, 0.88], [-1.59, -0.88, 1.11], [0.67, 0.90, 1.15], [0.48, 0.55, -0.19], [5.68, 5.10, 1.05], [-2.28, -1.14, -2.66], [-0.10, -2.42, -0.07], [-2.14, -0.48, 0.53], [-2.10, -1.75, -0.04], [0.89, 0.55, 1.18], [3.20, 2.88, -2.09], [-2.23, -1.15, 0.50], [-0.58, -1.27, -1.85], [0.51, -1.03, 2.78], [-0.52, 0.99, 0.22], [-0.45, -0.23, 0.18], [-5.80, 5.45, 0.53], [-0.46, -7.93, 4.18], [9.04, 2.59, -4.65], [-0.44, 1.73, 0.92], [-2.80, -0.71, -2.26], [0.61, -1.16, 1.33], [1.16, -1.24, 0.59], [0.71, -10.89, 4.89], [-1.12, -0.30, 0.74], [-0.20, 3.03, 0.05], [0.32, -0.54, -0.30], [-0.80, 9.86, -6.04]], "nbo_charge": [-0.75, 0.55, 0.56, 0.57, -0.25, -0.75, 0.17, 0.17, 0.18, 0.49, -0.25, -0.76, 0.19, 0.18, 0.17, 0.48, -0.25, -0.77, 0.18, 0.19, 0.18, 0.48, -0.26, -0.76, 0.18, 0.18, 0.19, 0.49, -0.23, -0.71, 0.16, 0.15, 0.16, 0.50, -0.28, -0.74, 0.20, 0.20, 0.17, 0.45], "mol_weight_g_mol": 211.3, "de_lowest_ev": 8.519, "charge": 1, "energy_ha": -770.92636}

---

No. 2
{"formula": "C20H30N2O5S", "method": "ωB97M-V/def2-TZVPD", "species": ["C", "O", "C", "C", "C", "C", "O", "C", "C", "S", "O", "O", "N", "C", "C", "C", "C", "O", "N", "C", "C", "C", "C", "C", "C", "C", "C", "C", "H", "H", "H", "H", "H", "H", "H", "H", "H", "H", "H", "H", "H", "H", "H", "H", "H", "H", "H", "H", "H", "H", "H", "H", "H", "H", "H", "H", "H", "H"], "positions_angstrom": [[-7.1285, -2.7815, 0.2350], [-7.2236, -1.2960, 0.0742], [-6.2368, -0.6154, 0.0140], [-6.5031, 0.6139, -0.1606], [-5.5403, 1.6040, -0.0187], [-4.2506, 1.1233, 0.0791], [-3.2064, 2.1418, -0.0953], [-3.2671, 3.5175, -0.2443], [-3.9536, -0.0966, -0.1615], [-2.3871, -0.7543, -0.0565], [-2.3846, -1.6474, 1.0218], [-2.2456, -1.8182, -1.4502], [-1.0306, 0.1605, 0.0148], [-0.6956, 0.6864, 1.0914], [0.8749, 0.5985, 1.3715], [1.3773, 1.5299, 0.2095], [2.9399, 1.4189, 0.1628], [3.5265, 2.8408, 0.1977], [3.5046, 0.3918, 0.2731], [5.0381, 0.4312, 0.1547], [5.4354, -0.6525, 1.1983], [5.1488, -2.0414, 1.0346], [5.6958, -2.6331, -0.3450], [5.1941, -1.6603, -1.4397], [5.6285, 0.0619, -1.1087], [0.8987, 0.7710, -1.2777], [-0.5881, 0.8371, -1.1618], [-5.0268, -0.9975, -0.0718], [-6.4590, -3.0810, 1.0362], [-8.1983, -3.2815, 0.1256], [-6.7416, -3.1350, -0.6894], [-7.5064, 1.2355, 0.2137], [-5.5963, 2.6761, 0.0101], [-2.2784, 3.9637, -0.2864], [-3.6290, 3.8881, 0.5962], [-3.7873, 3.6714, -0.9923], [-1.1748, 1.6839, 1.4038], [-1.0794, 0.1821, 1.9132], [1.0920, 1.2315, 2.3120], [1.3265, -0.1524, 1.3064], [1.1541, 2.3616, 0.1205], [3.0986, -0.4690, 0.1576], [5.4676, 1.2250, 0.4585], [6.4430, -0.4760, 1.3728], [5.1543, -0.3844, 2.2493], [5.4013, -2.7651, 1.8416], [3.9843, -2.3528, 1.0123], [5.5294, -3.6182, -0.3794], [6.6682, -2.3752, -0.0243], [5.6623, -1.8495, -2.3740], [4.0295, -1.5682, -1.4581], [6.7001, -0.0298, -1.2945], [5.2016, 0.5323, -1.6657], [1.2063, -0.1517, -1.0611], [1.3975, 1.3301, -2.0755], [-1.0539, 1.7887, -1.1207], [-0.9408, 0.2962, -2.2997], [-4.6661, -2.1109, 0.0503]], "forces_ev_per_a": [[-2.13, 0.62, -1.48], [-9.23, -9.19, 1.81], [2.21, -0.29, -0.70], [-3.71, 13.79, 2.28], [0.53, -1.47, -0.06], [1.14, 9.44, -1.99], [1.44, -4.31, 0.95], [4.84, -2.83, 4.17], [0.01, -3.64, 0.72], [2.37, -7.18, -8.39], [-0.02, -0.63, 3.52], [-0.56, 5.35, 4.69], [-3.96, -4.54, -9.23], [3.66, 4.41, 11.07], [-7.66, 16.35, 0.17], [6.70, -16.98, -1.30], [-5.85, 17.46, 0.34], [-2.05, -7.51, -0.50], [9.00, -4.83, -0.84], [-2.57, -8.17, 2.41], [-0.43, 2.84, 2.76], [-4.14, -5.33, -1.84], [-0.77, 6.31, 2.24], [-1.13, 2.69, 1.53], [6.67, -13.83, 8.22], [-0.23, 5.55, 3.64], [-0.88, -2.03, -5.84], [8.42, -5.71, 0.05], [-0.51, 0.07, 0.35], [2.03, 1.61, 1.29], [1.04, -0.30, -0.82], [1.67, -2.76, -1.81], [-1.00, 0.12, -0.03], [0.40, -0.51, -0.51], [-2.24, 2.26, 3.78], [-4.96, 2.46, -7.39], [1.28, -0.22, -1.15], [-1.01, -1.73, 1.50], [-0.29, -1.48, -1.09], [5.92, -11.94, -0.53], [-3.98, 14.20, -0.57], [-1.16, -2.46, -0.07], [1.62, 6.31, 2.41], [2.61, -0.19, -0.29], [-0.74, 0.30, -0.82], [0.62, 1.04, -0.18], [1.80, 1.35, 0.05], [-0.69, -3.61, -0.75], [2.11, -0.44, -1.09], [-0.20, -0.26, -1.06], [2.02, -0.81, -0.44], [-0.09, 0.90, 0.85], [-7.99, 9.34, -12.66], [1.28, -4.00, -0.28], [-0.41, -0.45, 0.01], [0.09, 1.33, -0.37], [0.19, 1.25, 3.83], [-1.08, 2.28, -0.53]], "nbo_charge": [-0.29, -0.44, 0.19, -0.15, -0.23, 0.30, -0.58, -0.20, -0.38, 2.19, -0.92, -0.92, -0.65, -0.23, -0.35, -0.16, 0.68, -0.80, -0.57, -0.01, -0.45, -0.38, -0.42, -0.40, -0.32, -0.41, -0.22, -0.21, 0.21, 0.22, 0.19, 0.23, 0.22, 0.19, 0.17, 0.16, 0.18, 0.24, 0.22, 0.15, 0.16, 0.41, 0.23, 0.21, 0.22, 0.23, 0.16, 0.21, 0.20, 0.21, 0.18, 0.22, 0.15, 0.19, 0.24, 0.20, 0.26, 0.26], "mol_weight_g_mol": 410.5, "de_lowest_ev": 23.767, "smiles": "COc1ccc(OC)c(S(=O)(=O)N2CCC(C(=O)NC3CCCCC3)CC2)c1", "charge": 0, "energy_ha": -1663.20080}

---

No. 3
{"formula": "C3H11O3", "method": "ωB97M-V/def2-TZVPD", "species": ["C", "O", "C", "C", "H", "H", "H", "H", "H", "H", "H", "H", "H", "O", "H", "H", "O"], "positions_angstrom": [[0.0431, -0.3949, -0.5678], [-0.2953, 0.6094, 0.3737], [1.5119, -0.6027, -0.7043], [1.9211, -2.0150, -0.8042], [-0.4828, -0.1064, -1.5144], [-0.3524, -1.4090, -0.2590], [1.9911, -0.4160, 0.3078], [1.9560, 0.0686, -1.4667], [2.7865, -2.0892, -1.5135], [1.1077, -2.7251, -1.3301], [2.2164, -2.5613, 0.1104], [-0.2635, 3.3744, -0.9424], [-0.6017, 2.0703, -0.3911], [-0.9554, 2.9927, -0.4299], [-1.3200, -0.2438, 1.3577], [-2.4736, -0.0951, 2.3638], [-1.9268, -0.8260, 2.0232]], "forces_ev_per_a": [[-2.06, 0.85, 1.45], [0.10, -1.18, -0.66], [1.39, 1.02, 1.81], [-0.10, -3.81, -3.32], [0.61, -0.61, -0.06], [-0.12, 0.68, -0.20], [-0.78, 1.14, -1.07], [-0.01, -0.46, 0.39], [-0.36, -0.22, 0.63], [1.50, 1.51, 1.07], [-0.33, 0.61, -0.20], [0.67, 1.02, -0.63], [-0.46, -1.00, 1.26], [-0.41, 0.12, -0.27], [-0.43, -0.82, 0.82], [0.20, -0.58, -0.06], [0.57, 1.72, -0.97]], "nbo_charge": [-0.06, -0.97, -0.45, -0.59, 0.13, 0.12, 0.21, 0.18, 0.19, 0.18, 0.20, 0.43, 0.51, -1.00, 0.52, 0.44, -1.04], "mol_weight_g_mol": 95.1, "de_lowest_ev": 1.082, "charge": -1, "energy_ha": -346.61269}

---

For the records above, the corresponding HOMO values read -12.95 -8.24 -3.72 eV.